Molecular formula: C23H34NO3P
Method: DFT, ωB97M-V/def2-TZVPD

Output
Structure (SMILES)   CC(C)CCO[P@@](=O)(c1ccc(N(C)C)cc1)[C@H](O)c1ccc(C(C)C)cc1
2S+1   1
Calculated total energy   -1518.709669 Ha
HOMO-LUMO gap   8.6093 eV
LUMO level   0.02200 Eh
Highest occupied orbital energy   -8.01 eV
Relative energy (zero: lowest compared OMol25 entry of this formula, charge and spin)   4.6 kcal/mol

```
62
C23H34NO3P (ωB97M-V/def2-TZVPD)
C -1.7453 -4.3269 -0.9659
C -1.5362 -2.9794 -0.2783
C -2.6319 -2.7506 0.7598
C -0.1397 -2.9245 0.3528
C 0.3218 -1.5060 0.6782
O 0.5254 -0.7967 -0.5327
P -0.0194 0.6820 -0.8619
O 0.2124 0.9509 -2.2816
C -1.7595 0.7270 -0.3477
C -2.2010 0.9779 0.9437
C -3.5458 0.9461 1.2457
C -4.5072 0.6574 0.2624
N -5.8381 0.5945 0.5689
C -6.8144 0.3905 -0.4732
C -6.3001 0.9724 1.8822
C -4.0439 0.4214 -1.0439
C -2.6998 0.4580 -1.3341
C 0.9754 1.8866 0.1819
O 0.9174 3.1158 -0.4827
C 2.3506 1.2973 0.3159
C 2.7906 0.7966 1.5337
C 4.0360 0.2052 1.6418
C 4.8738 0.0965 0.5398
C 6.2291 -0.5540 0.6692
C 6.3142 -1.8060 -0.2065
C 7.3433 0.4330 0.3153
C 4.4269 0.5994 -0.6763
C 3.1831 1.1895 -0.7910
H -1.0072 -4.4769 -1.7500
H -2.7348 -4.3751 -1.4143
H -1.6544 -5.1383 -0.2462
H -1.5968 -2.1897 -1.0349
H -2.5190 -1.7876 1.2504
H -3.6095 -2.7667 0.2834
H -2.6049 -3.5324 1.5169
H -0.1222 -3.5176 1.2694
H 0.5837 -3.3494 -0.3452
H 1.2783 -1.5348 1.2130
H -0.4152 -0.9944 1.3037
H -1.4944 1.2095 1.7288
H -3.8461 1.1489 2.2604
H -7.8087 0.3495 -0.0354
H -6.7971 1.1995 -1.2118
H -6.6351 -0.5566 -0.9882
H -6.0276 2.0049 2.1262
H -5.8814 0.3103 2.6450
H -7.3831 0.8881 1.9242
H -4.7375 0.2132 -1.8413
H -2.3497 0.2858 -2.3416
H 0.5353 2.0465 1.1701
H 0.9943 2.9339 -1.4310
H 2.1552 0.8733 2.4062
H 4.3613 -0.1769 2.5999
H 6.3631 -0.8584 1.7137
H 6.2146 -1.5488 -1.2578
H 7.2719 -2.3020 -0.0629
H 5.5200 -2.5033 0.0514
H 7.2743 0.7365 -0.7261
H 7.2722 1.3228 0.9370
H 8.3171 -0.0252 0.4754
H 5.0535 0.5265 -1.5526
H 2.8545 1.5648 -1.7484
```